ORCA calculation (ωB97M-V with the def2-TZVPD basis set) on C48H36OP2PtSSe as an isolated structure.

Cartesian coordinates (Å):
Pt (0.023, -1.005, -0.514)
Se (0.061, -3.411, -0.744)
S (0.190, 1.246, -0.758)
P (2.360, -1.016, -0.637)
P (-2.252, -1.003, -0.119)
O (1.067, 1.436, -1.943)
C (-3.146, -3.596, -0.694)
C (4.183, -3.120, -0.008)
C (-4.433, -2.835, -3.033)
C (-1.195, 2.210, -0.827)
C (3.852, 4.014, 3.168)
C (5.141, 3.254, 2.744)
C (1.959, -1.214, -3.362)
C (-1.833, 4.514, -1.393)
C (-5.402, 1.469, -0.239)
C (-4.416, 5.018, -1.186)
C (-3.830, -1.875, -2.233)
C (-3.578, -2.132, 2.119)
C (-4.537, 0.407, -0.120)
C (3.278, 2.330, 1.578)
C (-2.555, 1.783, -0.633)
C (-3.750, -4.553, -1.498)
C (-2.466, -1.440, 1.650)
C (3.951, -4.492, 1.954)
C (0.620, 2.877, 1.405)
C (4.663, 2.195, 1.778)
C (-3.161, 4.179, -1.121)
C (2.522, 1.518, 0.721)
C (-3.738, -2.375, 3.476)
C (3.040, -2.403, 0.337)
C (-2.789, -1.925, 4.382)
C (-0.870, 3.552, -1.255)
C (2.359, -2.750, 1.505)
C (5.323, 1.187, 1.141)
C (3.212, 0.415, 0.125)
C (4.273, -1.191, -2.742)
C (3.657, -1.375, -5.058)
C (2.742, 3.368, 2.372)
C (-4.873, 2.710, -0.576)
C (-3.498, 2.857, -0.765)
C (2.929, -1.160, -2.365)
C (-3.131, 0.527, -0.327)
C (1.403, 3.610, 2.331)
C (2.320, -1.321, -4.698)
C (-4.392, -4.173, -2.668)
C (4.565, 0.289, 0.358)
C (2.813, -3.783, 2.310)
C (-5.562, 4.037, -0.806)
C (1.152, 1.911, 0.594)
C (-1.522, -0.983, 2.568)
C (4.635, -1.304, -4.075)
C (4.635, -4.157, 0.794)
C (-3.186, -2.248, -1.057)
C (-1.682, -1.223, 3.924)
H (-4.947, -0.562, 0.137)
H (-4.370, 5.862, -0.493)
H (-3.862, -0.831, -2.518)
H (-6.463, 1.325, -0.075)
H (-2.658, -3.897, 0.223)
H (5.064, -1.102, -2.012)
H (5.652, 2.807, 3.597)
H (-4.327, -2.493, 1.424)
H (-0.656, -0.430, 2.221)
H (1.548, -1.361, -5.454)
H (4.718, -2.905, -0.923)
H (-2.912, -2.119, 5.439)
H (4.297, -5.312, 2.570)
H (-1.552, 5.510, -1.715)
H (0.935, 4.370, 2.943)
H (5.855, 3.921, 2.259)
H (3.920, 5.079, 2.946)
H (0.912, -1.169, -3.099)
H (-4.608, -2.917, 3.824)
H (-0.430, 3.114, 1.302)
H (-4.565, 5.441, -2.183)
H (-6.311, 3.961, -1.598)
H (0.161, 3.790, -1.479)
H (-0.937, -0.865, 4.623)
H (5.683, -1.330, -4.343)
H (3.940, -1.461, -6.099)
H (5.083, -0.578, -0.030)
H (-4.936, -2.535, -3.943)
H (3.666, 3.924, 4.239)
H (5.520, -4.708, 0.505)
H (2.261, -4.045, 3.203)
H (6.388, 1.028, 1.262)
H (-3.709, -5.596, -1.211)
H (-6.089, 4.368, 0.092)
H (1.460, -2.214, 1.784)
H (-4.861, -4.920, -3.295)

Computed properties:
* strongest force on any atom: 0.760 eV/A
* DFT total energy: -5527.6356 hartree
* spin multiplicity: 3
* HOMO-LUMO gap (alpha / beta): 4.460 / 6.279 eV
* molecular weight: 996.87 g/mol



ORCA calculation (ωB97M-V with the def2-TZVPD basis set) on C21H28GdN3O2 as an isolated structure.

Cartesian coordinates (Å):
Gd (-0.435, 1.180, -0.425)
O (0.164, -1.147, -1.857)
O (-0.176, -1.301, 1.485)
N (-0.318, 3.078, -1.771)
N (0.270, 4.979, -3.280)
N (-0.496, 7.408, -3.500)
C (0.364, -3.057, -3.392)
C (2.285, 0.846, 1.214)
C (0.051, -1.822, -4.252)
C (2.170, 2.455, -0.430)
C (1.254, -3.140, 2.185)
C (-0.139, 6.260, -3.378)
C (-1.337, -2.173, 1.265)
C (0.247, -2.087, 2.687)
C (-1.685, 2.469, 1.504)
C (-1.851, 1.109, 1.914)
C (2.723, 1.174, -0.099)
C (1.587, 1.960, 1.759)
C (-2.850, 0.544, 1.070)
C (-1.233, -2.696, 2.730)
C (-3.041, 1.417, -0.042)
C (0.680, -2.567, -1.996)
C (1.423, 2.915, 0.704)
C (-2.405, 2.653, 0.279)
C (0.877, -1.217, 3.870)
C (-0.079, 4.045, -2.476)
C (-0.067, -0.632, -3.265)
H (-0.430, -3.802, -3.386)
H (2.595, -0.050, 1.729)
H (0.360, -3.277, -1.187)
H (-1.046, -0.118, -3.410)
H (3.370, 0.557, -0.735)
H (-0.886, -1.895, -4.836)
H (2.235, -2.644, 2.011)
H (-3.458, -0.353, 1.285)
H (1.029, -3.678, 1.257)
H (-1.067, -2.922, 0.505)
H (-1.452, 0.679, 2.833)
H (1.776, -2.672, -1.937)
H (1.287, -3.480, -3.782)
H (0.129, -0.849, 4.601)
H (-2.205, -1.599, 0.912)
H (-2.450, 3.583, -0.282)
H (-3.614, 1.204, -0.940)
H (1.494, -1.861, 4.527)
H (-1.473, -3.772, 2.707)
H (0.631, 0.154, -3.509)
H (0.864, 3.846, 0.743)
H (1.337, 2.106, 2.797)
H (2.393, 3.026, -1.335)
H (-1.969, -2.181, 3.390)
H (0.809, -1.604, -5.015)
H (1.467, -3.897, 2.955)
H (1.530, -0.414, 3.481)
H (-1.240, 3.256, 2.116)

Computed properties:
* strongest force on any atom: 5.342 eV/A
* DFT total energy: -1897.2306 hartree
* spin multiplicity: 8
* HOMO-LUMO gap (alpha / beta): 5.328 / 7.856 eV
* molecular weight: 511.72 g/mol



ORCA calculation (ωB97M-V with the def2-TZVPD basis set) on C3H3NO3S as an isolated structure.

Cartesian coordinates (Å):
S (-0.137, -1.014, -0.646)
O (0.426, 1.611, 2.023)
O (-0.967, -1.543, -1.703)
O (1.070, -1.702, -0.322)
N (0.826, 1.399, -0.242)
C (0.677, 0.620, -1.210)
C (-0.820, -0.429, 0.895)
C (0.278, 1.143, 0.960)
H (1.090, 0.881, -2.220)
H (-0.672, -1.058, 1.632)
H (-1.770, 0.093, 0.832)

Computed properties:
* strongest force on any atom: 7.876 eV/A
* DFT total energy: -794.6678 hartree
* HOMO-LUMO gap: 8.760 eV
* molecular weight: 133.13 g/mol



ORCA calculation (ωB97M-V with the def2-TZVPD basis set) on an isolated ion of composition C9H9FN and charge +1.

Cartesian coordinates (Å):
F (-3.444, 1.350, 0.467)
N (-1.745, -1.571, -0.371)
C (-1.358, 1.146, -0.361)
C (0.389, -1.243, 1.053)
C (-0.837, -2.430, -0.758)
C (0.984, 2.506, -0.345)
C (-0.057, 1.471, -0.503)
C (-2.764, -0.806, -0.018)
C (-0.062, 0.100, -1.055)
C (-0.222, -1.160, -0.346)
C (-2.543, 0.559, -0.003)
H (0.147, -2.324, 1.359)
H (0.778, 3.037, 0.606)
H (-0.200, 0.033, -2.170)
H (1.439, -1.152, 0.852)
H (0.616, 3.203, -1.079)
H (0.332, -0.482, 1.732)
H (-3.743, -1.047, 0.363)
H (-0.883, -3.415, -1.173)
H (1.869, 2.072, -0.322)

Computed properties:
* strongest force on any atom: 6.340 eV/A
* DFT total energy: -502.4357 hartree
* net charge: +1
* HOMO-LUMO gap (alpha / beta): 7.695 / 7.696 eV
* molecular weight: 150.18 g/mol



ORCA calculation (ωB97M-V with the def2-TZVPD basis set) on one molecule with the formula C8H6O2S2.

Cartesian coordinates (Å):
S (1.035, -2.685, 0.489)
S (2.699, -0.388, -0.515)
O (1.703, 1.423, 1.279)
O (0.449, -3.926, -0.032)
C (-1.493, -1.939, -0.158)
C (-2.214, 0.336, 0.195)
C (0.028, -0.129, 0.524)
C (-0.232, -1.536, 0.309)
C (-2.465, -0.967, -0.300)
C (-0.993, 0.791, 0.459)
C (4.071, 0.676, -0.379)
C (1.385, 0.460, 0.652)
H (-1.496, -2.927, -0.387)
H (4.874, 0.753, -1.091)
H (-0.900, 1.805, 0.677)
H (4.249, 1.161, 0.645)
H (-3.334, -1.327, -0.694)
H (-2.943, 1.136, 0.154)

Computed properties:
* strongest force on any atom: 3.853 eV/A
* DFT total energy: -1255.1720 hartree
* HOMO-LUMO gap (alpha / beta): 7.664 / 6.191 eV
* molecular weight: 198.27 g/mol



ORCA calculation (ωB97M-V with the def2-TZVPD basis set) on one molecule with the formula C5H12.

Cartesian coordinates (Å):
C (0.421, -0.023, 1.489)
C (1.180, -0.407, -0.878)
C (-0.009, -0.001, 0.005)
C (-0.452, 1.413, -0.390)
C (-1.163, -0.984, -0.221)
H (1.511, 0.023, 1.568)
H (-1.468, -0.999, -1.274)
H (-2.040, -0.714, 0.382)
H (-0.688, 1.466, -1.460)
H (-0.861, -2.002, 0.059)
H (0.094, -0.938, 1.998)
H (-1.347, 1.719, 0.167)
H (0.900, -0.419, -1.938)
H (0.339, 2.145, -0.181)
H (0.020, 0.830, 2.047)
H (2.013, 0.298, -0.758)
H (1.550, -1.406, -0.615)

Computed properties:
* strongest force on any atom: 0.196 eV/A
* DFT total energy: -197.7061 hartree
* HOMO-LUMO gap: 12.153 eV
* molecular weight: 72.15 g/mol



ORCA calculation (ωB97M-V with the def2-TZVPD basis set) on a 2-piece molecular cluster, C22H21BCl4N2O overall.

Cartesian coordinates (Å):
Cl (-4.301, -4.714, 0.617)
Cl (3.478, 0.132, -3.738)
Cl (1.870, -2.371, -2.907)
Cl (0.485, 0.079, -4.229)
O (1.588, 0.000, -1.695)
N (-0.093, -1.128, 1.371)
N (-1.762, 0.231, 0.956)
C (2.500, 2.284, -1.819)
C (-2.095, 1.024, 3.273)
C (-3.229, -3.777, -0.336)
C (-1.181, -0.943, 0.588)
C (-2.623, -2.750, 0.364)
C (-2.070, -3.101, -2.341)
C (0.087, -0.705, 3.786)
C (0.924, -2.153, 1.186)
C (1.338, 1.379, -1.531)
C (-0.776, -0.315, 4.823)
C (3.108, 4.532, -2.244)
C (-2.883, 0.861, 0.278)
C (-2.949, -3.987, -1.695)
C (-1.474, -2.034, -1.674)
C (4.369, 3.139, -0.610)
C (3.456, 2.109, -0.803)
C (2.182, 3.504, -2.408)
C (4.221, 4.314, -1.387)
C (-1.286, 0.575, 2.244)
C (-1.852, 0.532, 4.567)
C (-1.734, -1.898, -0.305)
C (-0.210, -0.288, 2.503)
B (1.848, -0.507, -3.034)
H (-1.844, -3.244, -3.398)
H (-2.564, 0.744, 5.366)
H (1.143, 1.657, -0.518)
H (4.997, 5.091, -1.288)
H (5.162, 3.038, 0.150)
H (3.295, 1.282, -0.079)
H (0.414, 1.635, -2.048)
H (-3.425, -4.818, -2.206)
H (1.688, -1.979, 1.949)
H (1.152, 3.620, -2.782)
H (-2.822, -2.601, 1.428)
H (-2.993, 1.591, 3.047)
H (0.581, -3.210, 1.243)
H (2.965, 5.504, -2.735)
H (-2.535, 1.190, -0.710)
H (-0.650, -0.750, 5.814)
H (-0.807, -1.314, -2.154)
H (0.862, -1.451, 3.929)
H (1.359, -1.969, 0.196)
H (-3.772, 0.216, 0.137)
H (-3.145, 1.746, 0.862)

Computed properties:
* strongest force on any atom: 3.999 eV/A
* DFT total energy: -2901.3895 hartree
* HOMO-LUMO gap: 7.309 eV
* molecular weight: 482.05 g/mol



ORCA calculation (ωB97M-V with the def2-TZVPD basis set) on a 2-piece molecular cluster, C7H14N2OSi overall.

Cartesian coordinates (Å):
Si (-0.193, 1.276, -1.144)
O (0.224, -0.090, -1.626)
N (-0.010, -2.583, 0.994)
N (0.997, -2.826, 2.981)
C (0.108, -3.321, 2.191)
C (-0.776, -2.822, -0.042)
C (-1.633, 2.098, -2.283)
C (-0.686, 1.612, 0.620)
C (1.365, 2.450, -1.292)
C (1.676, -1.886, 2.297)
C (1.090, -1.614, 1.116)
H (1.673, 2.687, -2.335)
H (-1.115, 2.966, -2.894)
H (2.001, 1.909, -0.630)
H (-1.488, 0.847, 0.796)
H (-2.425, 2.619, -1.714)
H (-1.135, 2.489, 0.906)
H (0.070, 1.532, 1.365)
H (-1.255, -3.767, 0.047)
H (-0.662, -2.107, -0.829)
H (-2.095, 1.434, -3.041)
H (1.197, -0.891, 0.240)
H (-0.683, -4.051, 2.355)
H (1.177, 3.403, -0.757)
H (2.578, -1.364, 2.681)

Computed properties:
* strongest force on any atom: 5.859 eV/A
* DFT total energy: -749.2340 hartree
* HOMO-LUMO gap (alpha / beta): 3.994 / 3.995 eV
* molecular weight: 170.29 g/mol



ORCA calculation (ωB97M-V with the def2-TZVPD basis set) on one molecule with the formula C4H4OS.

Cartesian coordinates (Å):
S (1.269, -0.551, 1.570)
O (-0.957, -1.149, 0.472)
C (0.254, 0.802, -0.400)
C (-1.459, 1.098, -2.535)
C (-0.633, 0.906, -1.639)
C (0.045, -0.284, 0.536)
H (-1.879, 1.287, -3.709)
H (1.347, 0.841, -0.897)
H (-1.497, -1.023, -0.234)
H (0.135, 1.769, 0.169)

Computed properties:
* strongest force on any atom: 4.964 eV/A
* DFT total energy: -628.1145 hartree
* HOMO-LUMO gap: 8.969 eV
* molecular weight: 100.14 g/mol



ORCA calculation (ωB97M-V with the def2-TZVPD basis set) on C36H39N14O5OsP as an isolated structure.

Cartesian coordinates (Å):
Os (0.922, -0.791, -0.634)
P (0.225, -1.243, 1.492)
O (2.970, -0.538, 0.125)
O (-4.246, 1.810, 1.508)
O (1.633, -1.162, -2.729)
O (7.199, -2.303, -5.152)
O (1.284, -2.706, -1.396)
N (-4.825, 2.562, 3.486)
N (0.688, 1.269, -0.251)
N (5.169, -2.594, -6.169)
N (1.622, -2.416, -2.569)
N (4.932, -0.324, 1.193)
N (2.571, 1.728, -2.636)
N (-0.947, -0.937, -1.510)
N (-3.016, -1.361, -1.994)
N (-2.471, -0.925, -3.144)
N (-5.424, 1.321, 3.294)
N (4.280, -1.614, -2.030)
N (7.453, -1.218, -0.850)
N (0.139, 3.365, -0.351)
N (1.112, 3.304, 0.571)
C (3.579, 1.316, -2.281)
C (-0.621, 4.606, -0.523)
C (-3.228, 5.079, 2.864)
C (-5.060, 0.920, 2.128)
C (-2.206, -0.994, 3.019)
C (-6.027, -2.625, 1.406)
C (-4.147, 2.808, 2.422)
C (-2.353, 6.096, 2.521)
C (4.918, 0.837, -1.910)
C (-1.548, 4.812, 0.651)
C (-1.053, -3.770, 0.876)
C (-4.864, -0.470, 0.123)
C (5.792, 0.984, -3.124)
C (1.499, -0.928, 2.783)
C (-0.110, 2.150, -0.841)
C (-5.908, -1.420, 2.075)
C (-4.419, -1.796, -1.940)
C (-3.268, 3.925, 2.087)
C (-4.959, -1.687, -0.538)
C (-0.089, -3.025, 1.794)
C (6.011, -2.093, -5.268)
C (-5.537, -2.769, 0.110)
C (4.537, -1.862, -3.245)
C (-1.508, 5.963, 1.424)
C (4.945, -0.578, -1.268)
C (-2.438, 3.804, 0.981)
C (1.073, -1.114, 4.239)
C (1.424, 2.035, 0.602)
C (-1.222, -0.273, 2.096)
C (5.511, -1.228, -4.144)
C (6.116, 0.028, -4.037)
C (-1.226, -0.682, -2.827)
C (-2.109, -1.364, -1.025)
C (-5.308, -0.339, 1.431)
C (4.185, -0.502, 0.096)
C (6.359, -0.933, -1.043)
H (-0.796, 0.601, 2.599)
H (-1.710, -1.437, 3.881)
H (0.743, -2.132, 4.442)
H (-1.003, -4.838, 1.090)
H (-1.744, 0.128, 1.223)
H (-4.954, -1.150, -2.635)
H (-0.494, -0.321, -3.529)
H (1.851, 0.095, 2.633)
H (-2.741, -1.790, 2.499)
H (-2.318, 6.997, 3.117)
H (4.468, -0.279, 2.088)
H (5.936, -0.415, 1.184)
H (0.269, -0.431, 4.514)
H (-1.168, 4.516, -1.462)
H (-6.261, -1.306, 3.091)
H (5.304, 1.529, -1.152)
H (-3.878, 5.168, 3.724)
H (-4.425, 0.385, -0.378)
H (3.983, -2.694, -3.677)
H (-2.484, 2.900, 0.385)
H (5.539, -3.196, -6.892)
H (-2.312, -1.666, -0.015)
H (-0.393, -3.145, 2.836)
H (-0.844, 1.940, -1.600)
H (0.905, -3.476, 1.707)
H (-5.618, -3.724, -0.394)
H (-0.796, -3.636, -0.174)
H (-4.476, -2.818, -2.313)
H (2.333, -1.594, 2.541)
H (-6.492, -3.469, 1.898)
H (0.097, 5.417, -0.616)
H (1.911, -0.908, 4.905)
H (-0.813, 6.757, 1.179)
H (4.208, -2.300, -6.236)
H (6.179, 1.986, -3.284)
H (2.197, 1.641, 1.237)
H (-2.951, -0.293, 3.397)
H (6.823, 0.288, -4.816)
H (-2.090, -3.470, 1.037)

Computed properties:
* strongest force on any atom: 0.325 eV/A
* DFT total energy: -2969.4327 hartree
* net charge: +2
* HOMO-LUMO gap (alpha / beta): 2.866 / 3.255 eV
* molecular weight: 969.00 g/mol



ORCA calculation (ωB97M-V with the def2-TZVPD basis set) on a 2-piece molecular cluster, C7H13N2 overall.

Cartesian coordinates (Å):
N (-1.118, 1.629, -0.800)
N (0.464, -0.247, -0.618)
C (0.462, 0.353, 0.769)
C (-1.287, 2.773, -1.321)
C (-0.720, -0.634, 1.201)
C (1.762, 0.401, 1.442)
C (-0.645, -1.089, -0.326)
C (-0.288, -2.618, -0.564)
C (0.086, 1.140, -0.488)
H (0.278, -2.942, 0.246)
H (1.259, 2.058, -0.693)
H (-1.521, -0.817, -0.886)
H (-0.547, 3.588, -1.357)
H (1.974, -0.695, 1.750)
H (1.184, -0.505, -1.251)
H (1.722, 0.938, 2.360)
H (0.098, -2.506, -1.477)
H (-1.080, -3.284, -0.718)
H (2.444, 0.798, 0.753)
H (-1.627, -0.126, 1.481)
H (-0.582, -1.364, 2.007)
H (-2.318, 3.150, -1.513)

Computed properties:
* strongest force on any atom: 7.227 eV/A
* DFT total energy: -383.6203 hartree
* net charge: +1
* HOMO-LUMO gap: 10.909 eV
* molecular weight: 125.19 g/mol



Question: Which of these has the highest strongest force on any atom?
Answer: C3H3NO3S



Question: molecular weight of number 7 (C22H21BCl4N2O)?
Answer: 482.05 g/mol



Question: Among the records above, which one has the lowest DFT total energy?
Answer: C48H36OP2PtSSe